Record 1
Density functional theory data (the ωB97M-V functional and the def2-TZVPD basis) for a molecular structure, C19H26F3FeN7S.

CARTESIAN COORDINATES (ANGSTROEM)
Fe (-0.232, -0.302, -0.097)
C (-3.465, 1.413, 4.029)
N (-3.270, 1.032, 2.612)
C (-3.990, 1.848, 1.668)
C (-2.000, 0.622, 2.250)
N (-1.344, 1.017, 1.211)
N (-1.466, -0.323, 3.104)
C (-0.453, -1.230, 2.777)
N (0.185, -1.808, 3.902)
N (-0.135, -1.535, 1.578)
H (-4.530, 1.241, 4.206)
H (-3.256, 2.487, 4.180)
H (-2.831, 0.782, 4.664)
H (-5.051, 1.781, 1.938)
H (-3.850, 1.402, 0.668)
H (-3.663, 2.933, 1.673)
H (-1.815, 1.690, 0.611)
H (-2.099, -0.661, 3.809)
H (0.375, -1.118, 4.621)
H (1.032, -2.301, 3.646)
H (0.733, -2.075, 1.531)
F (6.500, 0.772, 0.697)
C (5.536, -0.191, 0.824)
F (5.886, -1.195, -0.013)
F (5.666, -0.656, 2.075)
C (4.162, 0.380, 0.448)
C (4.173, 1.613, -0.166)
C (2.982, 2.228, -0.482)
C (1.842, 1.517, -0.152)
N (1.804, 0.272, 0.332)
C (2.950, -0.369, 0.708)
S (2.977, -1.975, 1.479)
H (5.140, 2.063, -0.386)
H (2.903, 3.187, -0.949)
H (0.916, 2.023, -0.299)
C (1.243, -1.269, -2.574)
N (0.181, -1.816, -1.659)
C (0.570, -3.168, -1.232)
C (-1.084, -1.948, -2.401)
C (-1.515, -0.536, -2.746)
C (-1.763, -0.226, -4.077)
C (-1.861, 1.117, -4.440)
C (-1.745, 2.101, -3.449)
C (-1.641, 1.743, -2.113)
C (-1.475, 0.405, -1.730)
H (1.309, -1.883, -3.475)
H (2.181, -1.241, -2.033)
H (0.959, -0.274, -2.917)
H (0.679, -3.877, -2.087)
H (-0.195, -3.559, -0.574)
H (1.527, -3.114, -0.741)
H (-1.821, -2.455, -1.744)
H (-0.961, -2.593, -3.264)
H (-1.825, -1.023, -4.820)
H (-1.927, 1.364, -5.476)
H (-1.701, 3.133, -3.778)
H (-1.451, 2.558, -1.367)

Its multiplicity is 5. The LUMO energy (alpha / beta) comes out at 0.2 / 0.2 eV. The HOMO energy (alpha / beta) is -7.24 / -7.35 eV. As for the expectation value of S²: 6.011. Its electronic energy is -3084.4171 hartree. The calculation puts the gap between HOMO and LUMO (alpha / beta) at 7.481 / 7.577 eV. Its energy relative to the best compared isomer or geometry (same formula, charge and spin) is 0.000 eV. The total charge is 0.

***

Record 2
Density functional theory data (the ωB97M-V functional and the def2-TZVPD basis) for a molecular structure, C19H26F5N6O13P2TaTe.

CARTESIAN COORDINATES (ANGSTROEM)
Ta (-1.128, -0.916, -1.773)
N (-2.413, 0.505, -3.017)
C (-1.688, 1.122, -4.147)
C (-0.627, 0.139, -4.610)
O (-0.242, 0.110, -5.759)
N (-0.228, -0.719, -3.620)
C (0.221, -2.036, -4.061)
C (-0.860, -3.025, -3.615)
O (-0.727, -4.235, -3.677)
O (-1.877, -2.435, -3.045)
H (-3.173, -0.079, -3.358)
H (-2.814, 1.191, -2.384)
H (-1.212, 2.038, -3.811)
H (-2.345, 1.338, -4.987)
H (1.168, -2.334, -3.607)
H (0.341, -2.048, -5.145)
N (-1.313, -5.124, 1.709)
C (-0.703, -3.761, 1.400)
C (0.412, -3.518, 2.405)
P (-2.147, -2.653, 1.738)
O (-3.210, -3.160, 0.694)
O (-2.536, -2.944, 3.124)
O (-1.570, -1.260, 1.320)
P (-0.068, -3.898, -0.334)
O (-1.179, -4.869, -0.950)
O (1.288, -4.444, -0.337)
O (-0.347, -2.540, -1.029)
H (-1.813, -5.042, 2.604)
H (-0.585, -5.839, 1.767)
H (-1.969, -5.378, 0.962)
H (0.028, -3.642, 3.419)
H (0.774, -2.499, 2.292)
H (1.253, -4.185, 2.213)
H (-3.284, -2.601, -0.113)
H (-1.215, -4.828, -1.938)
N (-0.054, 0.760, 1.758)
C (0.458, 1.781, 1.979)
N (1.060, 2.907, 2.211)
C (1.231, 3.378, 3.594)
C (0.240, 4.500, 3.861)
O (0.394, 5.527, 2.901)
C (0.084, 5.057, 1.599)
C (1.053, 3.963, 1.180)
H (2.254, 3.744, 3.695)
H (1.081, 2.541, 4.274)
H (0.424, 4.943, 4.838)
H (-0.783, 4.104, 3.834)
H (0.170, 5.907, 0.924)
H (-0.942, 4.676, 1.567)
H (2.068, 4.354, 1.101)
H (0.762, 3.525, 0.226)
O (0.392, 1.793, -2.184)
C (1.123, 1.094, -1.504)
N (0.805, -0.179, -1.093)
C (1.765, -0.617, -0.171)
O (1.752, -1.629, 0.479)
C (2.828, 0.440, -0.101)
C (3.996, 0.486, 0.630)
C (4.787, 1.623, 0.488)
C (4.410, 2.664, -0.360)
C (3.224, 2.605, -1.085)
C (2.447, 1.475, -0.930)
H (4.281, -0.332, 1.277)
H (5.717, 1.701, 1.036)
H (5.055, 3.528, -0.456)
H (2.922, 3.407, -1.747)
F (-1.957, 2.415, 1.482)
Te (-2.403, 0.587, 1.174)
F (-2.950, -1.375, -1.157)
F (-3.870, 1.554, 0.474)
F (-2.510, 0.618, 3.025)
F (-3.885, -0.574, 1.350)
O (-1.645, 0.620, -0.498)

The LUMO energy comes out at -1.6 eV. The HOMO energy is -9.33 eV. Its electronic energy is -3553.8351 hartree. The calculation puts the gap between HOMO and LUMO at 7.730 eV. Its energy relative to the best compared isomer or geometry (same formula, charge and spin) is 2.080 eV. The total charge is 0.

***

Record 3
Density functional theory data (the ωB97M-V functional and the def2-TZVPD basis) for a molecular structure, C19H26Ge2OPdS4.

CARTESIAN COORDINATES (ANGSTROEM)
Pd (-1.521, -1.325, 0.361)
C (-2.986, 0.359, -2.070)
C (-2.627, 1.527, -1.133)
Ge (-1.678, 1.009, 0.560)
C (-2.334, 2.007, 2.185)
C (-2.358, 3.596, 2.065)
C (0.189, 1.605, 0.458)
C (1.043, 0.996, -0.411)
Ge (0.866, -0.963, -0.143)
C (2.379, -1.098, 1.204)
C (2.472, -0.143, 2.347)
C (1.471, -1.997, -1.770)
C (1.129, -3.513, -1.642)
C (2.047, 1.676, -1.300)
C (1.921, 3.069, -1.388)
C (2.771, 3.743, -2.272)
C (3.822, 3.138, -2.867)
C (4.041, 1.770, -2.643)
C (3.128, 0.997, -1.983)
H (-2.525, -0.587, -1.684)
H (-2.564, 0.545, -3.104)
H (-4.028, 0.111, -2.156)
H (-3.506, 2.236, -0.976)
H (-1.823, 2.090, -1.657)
H (-1.565, 1.683, 2.921)
H (-3.310, 1.578, 2.499)
H (-2.078, 3.943, 1.098)
H (-1.563, 3.989, 2.805)
H (-3.372, 3.981, 2.281)
H (0.654, 2.245, 1.195)
H (3.284, -1.056, 0.673)
H (2.209, -2.113, 1.547)
H (1.992, 0.844, 2.105)
H (3.519, -0.058, 2.743)
H (1.829, -0.594, 3.098)
H (2.599, -1.937, -1.644)
H (1.062, -1.482, -2.633)
H (1.709, -4.005, -0.816)
H (1.418, -3.962, -2.612)
H (0.070, -3.635, -1.554)
H (1.129, 3.548, -0.799)
H (2.616, 4.805, -2.470)
H (4.523, 3.742, -3.466)
H (4.878, 1.324, -3.150)
H (3.190, -0.077, -1.955)
O (-4.012, -6.555, 3.779)
C (-3.588, -5.682, 3.101)
S (-3.637, -5.393, 1.238)
C (-2.927, -3.834, 1.233)
C (-2.535, -3.238, 2.484)
S (-1.631, -1.762, 2.771)
S (-2.885, -4.103, 3.894)
S (-2.905, -3.039, -0.346)

The LUMO energy comes out at 4.6 eV. The HOMO energy is -0.10 eV. Its electronic energy is -6689.2354 hartree. The calculation puts the gap between HOMO and LUMO at 4.681 eV. The total charge is -2.

***

Record 4
Density functional theory data (the ωB97M-V functional and the def2-TZVPD basis) for a molecular structure, C19H26Hg2NO9.

CARTESIAN COORDINATES (ANGSTROEM)
Hg (1.874, -5.828, -2.180)
Hg (-1.471, -5.364, 1.439)
C (-0.270, -1.272, -1.464)
O (-0.511, -2.638, -1.745)
H (-0.804, -1.028, -0.545)
H (0.659, -0.818, -1.120)
H (-0.666, -0.616, -2.239)
C (2.714, 3.316, 3.550)
C (2.440, 4.578, 4.017)
C (1.749, 5.517, 3.242)
C (1.212, 5.150, 2.014)
C (1.594, 3.922, 1.504)
C (2.362, 3.015, 2.246)
N (0.411, 6.167, 1.334)
O (-0.438, 5.847, 0.564)
O (0.475, 7.364, 1.736)
H (3.187, 2.542, 4.136)
H (2.776, 4.804, 5.019)
H (1.517, 6.489, 3.650)
H (1.099, 3.477, 0.653)
H (2.552, 2.014, 1.885)
O (-2.604, -2.213, 4.511)
C (-2.987, -1.104, 5.034)
O (-2.512, 0.109, 4.627)
C (-2.920, 1.134, 5.428)
C (-3.179, 0.459, 6.789)
C (-3.854, -0.808, 6.202)
H (-3.887, 1.509, 5.095)
H (-2.262, 1.985, 5.607)
H (-3.879, 0.972, 7.449)
H (-2.262, 0.173, 7.305)
H (-4.902, -0.815, 5.903)
H (-3.779, -1.679, 6.853)
O (4.998, -3.021, -3.067)
C (6.147, -2.647, -2.693)
O (7.109, -3.542, -2.584)
C (8.392, -3.011, -2.135)
C (8.080, -1.552, -1.847)
C (6.641, -1.254, -2.408)
H (9.098, -3.114, -2.959)
H (8.643, -3.404, -1.150)
H (8.824, -0.840, -2.204)
H (8.059, -1.379, -0.771)
H (6.788, -0.760, -3.368)
H (5.898, -0.633, -1.909)
O (-4.312, -3.158, -7.381)
C (-5.120, -2.401, -6.816)
O (-6.114, -1.761, -7.522)
C (-6.990, -1.164, -6.521)
C (-6.625, -1.630, -5.121)
C (-5.186, -2.099, -5.344)
H (-8.009, -1.350, -6.862)
H (-6.675, -0.132, -6.678)
H (-7.344, -2.392, -4.819)
H (-6.479, -1.003, -4.241)
H (-4.759, -2.854, -4.684)
H (-4.495, -1.259, -5.414)

The LUMO energy comes out at -14.6 eV. The HOMO energy is -15.82 eV. Its electronic energy is -1776.7314 hartree. The calculation puts the gap between HOMO and LUMO at 1.197 eV. Its energy relative to the best compared isomer or geometry (same formula, charge and spin) is 6.699 eV. The total charge is +3.